{
  "formula": "C38H106N8O11",
  "method": "ωB97M-V/def2-TZVPD",
  "e_lumo_ha": 0.0127,
  "total_energy_ev": -75556.7962,
  "relative_energy_kcal_mol": 185.2,
  "orbital_gap_ev": 9.045,
  "e_homo_ev": -8.7,
  "symbols": ["C", "O", "C", "C", "C", "N", "H", "H", "H", "H", "H", "H", "H", "H", "H", "H", "H", "C", "O", "C", "C", "C", "N", "H", "H", "H", "H", "H", "H", "H", "H", "H", "H", "H", "C", "O", "C", "C", "C", "N", "H", "H", "H", "H", "H", "H", "H", "H", "H", "H", "H", "C", "O", "C", "C", "C", "N", "H", "H", "H", "H", "H", "H", "H", "H", "H", "H", "H", "C", "O", "C", "C", "C", "N", "H", "H", "H", "H", "H", "H", "H", "H", "H", "H", "H", "C", "O", "C", "C", "C", "N", "H", "H", "H", "H", "H", "H", "H", "H", "H", "H", "H", "C", "O", "C", "C", "C", "N", "H", "H", "H", "H", "H", "H", "H", "H", "H", "H", "H", "C", "O", "C", "C", "C", "N", "H", "H", "H", "H", "H", "H", "H", "H", "H", "H", "H", "C", "C", "O", "H", "H", "H", "H", "H", "H", "C", "C", "O", "H", "H", "H", "H", "H", "H", "C", "C", "O", "H", "H", "H", "H", "H", "H"],
  "positions_angstrom": [[-27.590530, 1.739330, 13.042970], [-28.480060, 0.865640, 12.335320], [-27.933700, -0.362290, 11.788200], [-27.404570, -0.089600, 10.382490], [-28.404950, 0.448350, 9.449830], [-26.789030, -1.207610, 9.953550], [-28.137540, 2.595630, 13.437460], [-26.662980, 2.069100, 12.574990], [-27.300250, 1.128580, 13.897850], [-27.172450, -0.723440, 12.479710], [-28.606950, -1.217290, 11.849850], [-26.575210, 0.588190, 10.584700], [-27.958020, 0.750960, 8.502830], [-28.692230, 1.379030, 9.939120], [-29.222940, -0.254390, 9.291330], [-26.279980, -1.293910, 9.085500], [-27.493790, -1.893970, 9.724810], [-21.295020, 21.752140, 15.905800], [-20.425160, 21.785540, 14.780060], [-20.903680, 22.572340, 13.659990], [-22.057320, 21.841420, 12.925490], [-21.490250, 20.488540, 12.457320], [-22.552700, 22.619640, 11.795510], [-22.203780, 21.195750, 15.676260], [-21.601160, 22.760060, 16.185930], [-20.971540, 21.254590, 16.820080], [-21.091510, 23.599460, 13.972800], [-20.138750, 22.623190, 12.885140], [-22.931010, 21.756610, 13.571700], [-20.513790, 20.601700, 11.986330], [-22.196440, 20.061810, 11.745070], [-21.429090, 19.770610, 13.275200], [-23.046420, 23.490180, 11.931570], [-21.808170, 22.911310, 11.178490], [-24.082250, 9.735970, 26.045400], [-25.217230, 9.460500, 25.229330], [-26.235900, 8.685440, 25.829460], [-26.191190, 7.084170, 25.927310], [-25.897260, 6.397470, 24.640070], [-27.344400, 6.398420, 26.477320], [-23.363170, 10.199850, 25.370230], [-23.793650, 8.770050, 26.459900], [-24.332550, 10.464990, 26.816100], [-26.494410, 9.068660, 26.816580], [-27.108410, 8.868190, 25.202210], [-25.354970, 7.093660, 26.626420], [-25.664700, 5.371560, 24.925620], [-25.069740, 6.868550, 24.109600], [-26.845960, 6.424320, 24.104030], [-28.163780, 6.665460, 25.950620], [-27.150550, 5.407790, 26.443170], [-18.319210, 11.708190, 13.183170], [-17.106850, 11.033760, 13.639690], [-16.051680, 10.835880, 12.678920], [-14.681440, 10.589910, 13.441340], [-14.270600, 11.855400, 14.144050], [-13.755990, 10.172000, 12.404180], [-18.133090, 12.724220, 12.835110], [-19.033110, 11.554930, 13.992450], [-18.710280, 11.205550, 12.298570], [-16.301860, 10.037460, 11.980330], [-16.024000, 11.707260, 12.024670], [-14.652250, 9.780000, 14.170240], [-14.036340, 12.669230, 13.457820], [-13.384030, 11.737660, 14.767140], [-15.033310, 12.128470, 14.873300], [-13.904980, 10.826880, 11.649830], [-12.905300, 10.517310, 12.825100], [-25.001160, 19.187940, 22.775250], [-26.188370, 19.335720, 22.082900], [-27.198210, 19.406770, 22.928810], [-28.629280, 19.286930, 22.266300], [-28.988040, 20.193530, 21.039640], [-29.653890, 19.539170, 23.231950], [-24.862810, 18.330190, 23.433440], [-24.719010, 20.073030, 23.345450], [-24.268890, 19.160960, 21.968310], [-27.278550, 18.640930, 23.700260], [-27.083960, 20.317630, 23.516500], [-28.667690, 18.232970, 21.991040], [-30.052830, 20.027580, 20.875990], [-28.466990, 19.910240, 20.125120], [-28.921250, 21.255590, 21.275520], [-29.231320, 20.259510, 23.799970], [-30.483740, 19.906110, 22.788320], [-17.903190, 15.127960, 19.347150], [-18.941820, 14.917830, 20.295860], [-18.637320, 14.340100, 21.524580], [-18.367380, 12.810230, 21.316990], [-19.475120, 12.086370, 20.492310], [-18.267570, 12.127020, 22.609750], [-17.465640, 14.224580, 18.922220], [-17.075680, 15.670660, 19.804100], [-18.417380, 15.703830, 18.577690], [-17.799120, 14.744180, 22.092240], [-19.586640, 14.491790, 22.038260], [-17.418780, 12.849380, 20.781530], [-19.234720, 11.024150, 20.537000], [-19.428250, 12.335150, 19.432120], [-20.470500, 12.245870, 20.906870], [-18.068250, 11.139410, 22.538920], [-17.425820, 12.395090, 23.099340], [-27.166010, 10.152960, 18.205750], [-27.122900, 11.561660, 18.280050], [-25.849660, 12.165540, 17.940270], [-26.064990, 13.596910, 18.294710], [-27.051220, 14.209750, 17.352140], [-24.821530, 14.321500, 18.152910], [-27.192440, 9.771890, 17.184880], [-28.140000, 9.901780, 18.625700], [-26.420230, 9.703600, 18.861480], [-25.010220, 11.718460, 18.472760], [-25.465030, 11.924090, 16.949390], [-26.588890, 13.766480, 19.235390], [-27.362460, 15.171590, 17.759680], [-27.919110, 13.552010, 17.399540], [-26.771410, 14.370070, 16.310930], [-24.927130, 15.189520, 18.658360], [-24.006520, 13.926050, 18.599520], [-36.295200, 2.619810, 21.536810], [-36.243430, 3.710060, 22.495330], [-35.902220, 4.944630, 21.860410], [-34.955260, 5.929330, 22.763100], [-34.494690, 7.270080, 22.128710], [-33.794240, 5.123010, 23.114820], [-36.620710, 1.681350, 21.985600], [-35.310300, 2.433510, 21.108600], [-37.030320, 2.799630, 20.752340], [-35.385040, 4.853850, 20.905230], [-36.829440, 5.476990, 21.648390], [-35.419480, 6.078090, 23.738030], [-35.285440, 8.017020, 22.198610], [-34.295380, 7.117430, 21.068000], [-33.696850, 7.677960, 22.749330], [-33.202630, 4.768330, 22.377040], [-34.217440, 4.290670, 23.499800], [-35.207010, 7.782980, 15.436830], [-33.660980, 7.635030, 15.530010], [-33.396080, 6.317580, 15.994110], [-35.552340, 6.996660, 14.765600], [-35.584450, 8.683480, 14.952330], [-35.745150, 7.697620, 16.380870], [-33.294780, 8.440520, 16.166550], [-33.220980, 7.914270, 14.572660], [-33.786480, 5.733850, 15.339550], [-31.115810, 13.408070, 22.390680], [-30.849760, 13.685030, 23.806640], [-31.614970, 14.694350, 24.295020], [-30.677290, 12.494380, 21.989440], [-30.765990, 14.192210, 21.719240], [-32.175730, 13.197780, 22.247690], [-29.793780, 13.937560, 23.902740], [-30.949870, 12.748410, 24.355120], [-31.306500, 15.524100, 23.923550], [-29.422350, 1.106610, 19.964170], [-30.542600, 1.722190, 19.114890], [-30.822400, 2.919390, 19.764030], [-28.954610, 0.247760, 19.482820], [-29.709820, 0.650600, 20.911540], [-28.656370, 1.862750, 20.136290], [-31.416030, 1.073950, 19.044050], [-30.156100, 2.122270, 18.177520], [-31.275160, 3.452560, 19.106500]],
  "atomic_forces_ev_per_a": [[-0.20, -1.66, 0.90], [-0.47, -0.04, -0.79], [0.29, 1.24, 1.06], [0.61, 2.13, 1.75], [-0.43, 1.73, 0.03], [1.58, -5.81, -1.48], [-0.19, -0.10, -0.41], [-0.19, -0.07, -0.70], [0.45, 0.31, 0.47], [0.77, 0.23, -0.28], [-1.01, 0.49, -0.34], [-0.19, 0.90, -0.25], [0.05, -0.31, -0.12], [-0.98, 0.05, -0.33], [-0.16, 0.18, 0.02], [0.50, 1.36, -0.04], [-0.43, -0.63, 0.50], [-1.12, 0.33, -0.63], [0.51, 0.17, 0.07], [-0.44, -1.09, 0.56], [0.29, 1.04, 0.35], [-1.19, 0.05, 0.09], [0.34, 0.06, -1.18], [-0.31, 0.03, -0.29], [0.00, 0.23, 0.05], [1.18, 0.02, -0.45], [-0.48, 0.07, 0.14], [0.59, -0.07, 0.43], [0.14, -0.48, 0.20], [-0.01, 0.03, 0.03], [0.11, 0.01, -0.19], [0.27, 0.20, 0.09], [-0.25, -0.20, 0.97], [0.37, -0.37, -0.24], [-0.88, -0.41, -0.53], [-0.09, -0.77, -0.14], [-2.41, -0.61, -0.48], [1.80, 1.87, 0.43], [0.62, 0.32, -0.08], [0.04, 1.58, 1.27], [0.27, -0.36, 0.22], [0.80, 0.34, 0.28], [-0.04, -0.09, 0.30], [0.15, 0.02, 0.28], [-0.22, 0.39, -0.13], [0.25, -1.36, 0.25], [0.16, -0.16, -0.57], [-0.07, -0.21, -0.34], [0.30, -0.11, -0.60], [-0.21, -0.46, -0.05], [-0.45, 0.01, -0.11], [1.33, -1.50, -0.37], [-0.29, 0.42, -0.38], [-0.62, -0.19, 1.49], [-1.71, 0.28, -1.04], [0.12, 0.35, 0.85], [0.56, 0.50, 0.16], [0.04, 0.31, 0.64], [0.09, 0.61, -0.09], [-0.13, -0.34, -0.10], [0.08, -0.59, 0.26], [0.63, 0.54, 0.12], [-0.95, -0.07, 0.03], [-0.35, 0.11, -0.11], [0.30, -0.36, -0.13], [-0.24, 0.34, -0.26], [0.14, 0.06, -0.59], [0.98, -0.46, -0.49], [2.22, 0.60, -1.04], [1.26, -1.18, -1.66], [-4.54, 0.85, 1.73], [0.89, 0.55, -1.69], [0.44, -0.98, 0.37], [0.41, -0.10, 1.59], [-0.61, -0.34, -0.13], [-0.39, 0.33, 0.32], [0.40, -0.37, 0.25], [0.63, -0.66, 0.10], [-0.46, 0.75, 0.21], [-0.11, -0.08, -0.51], [-0.05, -0.17, -0.30], [0.16, 0.33, 0.02], [0.48, 0.01, -0.01], [-0.75, 0.37, 0.57], [0.03, 0.07, 0.17], [-0.46, 0.12, 0.48], [0.53, 0.62, -0.80], [-1.14, -2.01, -0.09], [-0.84, 0.42, 0.07], [1.25, 0.22, 0.22], [0.48, 0.15, 0.46], [-0.28, -0.31, -0.06], [0.04, 0.37, -0.04], [0.54, 0.05, -0.16], [0.15, 0.55, -0.16], [0.26, -0.20, 0.69], [0.19, -0.67, -0.36], [-0.19, -0.16, 0.08], [-0.21, 0.32, 0.11], [0.09, 0.11, -0.04], [-0.53, -0.36, -0.66], [0.09, 0.78, 0.25], [-0.94, 0.40, 0.54], [1.27, -0.17, -0.64], [-0.69, -1.40, 1.10], [0.68, 0.77, -1.34], [-1.43, 0.35, -0.26], [0.72, 0.89, 0.43], [0.57, -0.03, -0.14], [-0.03, -0.17, 0.07], [0.32, -0.20, -0.32], [-0.13, -0.13, 1.16], [-0.90, 0.62, -0.85], [0.54, -0.86, 0.67], [-0.06, 0.19, -0.12], [-0.27, 0.21, -0.28], [0.44, -0.28, 0.11], [-0.01, 0.48, -0.27], [-0.07, -0.68, 0.14], [-0.05, 0.40, 0.44], [0.65, -0.46, -0.88], [-0.04, 2.28, 0.72], [0.07, -1.73, -0.97], [-1.54, -0.78, 0.50], [0.29, -0.36, 0.98], [0.07, 0.31, 0.65], [0.07, 0.19, -0.15], [0.08, 0.38, -0.19], [0.21, -0.55, -0.05], [-0.29, 0.08, -0.11], [-0.42, 0.33, -0.19], [-0.25, -0.06, -0.15], [0.59, 0.20, 0.10], [0.37, -0.30, -0.48], [-0.11, 0.44, -0.63], [0.32, -0.37, 0.39], [0.20, -0.05, -0.68], [-2.00, 0.95, 0.06], [0.72, 0.72, -0.02], [-0.20, -0.29, 0.09], [0.44, 0.35, 0.06], [0.37, -0.17, 0.13], [0.33, -0.69, 0.74], [0.13, -0.66, -0.36], [0.00, -0.17, 0.00], [-0.64, -0.89, -2.00], [2.30, -1.39, -0.19], [-1.48, 1.32, 1.19], [0.54, -0.12, 0.38], [-0.29, 0.26, 0.03], [-0.24, 0.51, -0.10], [0.40, 0.00, 0.18], [-0.52, 0.25, 0.50], [-0.05, 0.09, 0.01], [0.26, -0.86, -0.63], [1.60, -0.15, 0.72], [-1.32, 1.45, 0.92], [0.13, 0.10, -0.49], [-0.56, 0.59, 0.16], [-0.07, -0.06, 0.05], [-0.01, -0.09, -0.34], [0.11, -1.39, -0.72], [-0.17, 0.41, 0.32]],
  "mulliken_charge": [-0.690, -0.367, -0.703, 0.496, -1.356, -0.662, 0.264, 0.276, 0.307, 0.382, 0.372, 0.158, 0.387, 0.313, 0.333, 0.246, 0.245, -0.709, -0.339, -0.733, 0.405, -1.231, -0.728, 0.262, 0.307, 0.289, 0.371, 0.340, 0.316, 0.296, 0.408, 0.290, 0.230, 0.225, -0.624, -0.315, -0.795, 0.425, -1.213, -0.677, 0.221, 0.295, 0.261, 0.399, 0.325, 0.169, 0.356, 0.314, 0.315, 0.280, 0.264, -0.747, -0.290, -0.785, 0.404, -1.415, -0.720, 0.310, 0.234, 0.315, 0.435, 0.371, 0.254, 0.333, 0.402, 0.330, 0.291, 0.278, -0.816, -0.290, -0.760, 0.521, -1.412, -0.628, 0.337, 0.339, 0.263, 0.369, 0.312, 0.159, 0.423, 0.343, 0.332, 0.258, 0.253, -0.712, -0.289, -0.774, 0.498, -1.206, -0.715, 0.294, 0.319, 0.234, 0.343, 0.330, 0.210, 0.381, 0.290, 0.300, 0.240, 0.255, -0.806, -0.273, -0.650, 0.657, -1.449, -0.733, 0.289, 0.243, 0.316, 0.345, 0.405, 0.168, 0.334, 0.351, 0.325, 0.261, 0.218, -0.644, -0.336, -0.697, 0.405, -1.348, -0.709, 0.266, 0.264, 0.291, 0.369, 0.319, 0.293, 0.348, 0.315, 0.370, 0.228, 0.269, -0.981, -0.251, -0.476, 0.306, 0.327, 0.247, 0.285, 0.239, 0.303, -0.958, -0.256, -0.508, 0.327, 0.269, 0.273, 0.239, 0.308, 0.305, -1.114, -0.093, -0.509, 0.349, 0.297, 0.284, 0.242, 0.250, 0.292]
}

***

{
  "formula": "C4H5NO2",
  "method": "ωB97M-V/def2-TZVPD",
  "e_lumo_ha": 0.0318,
  "total_energy_ev": -9812.6641,
  "relative_energy_kcal_mol": 38.1,
  "orbital_gap_ev": 10.327,
  "e_homo_ev": -9.5,
  "symbols": ["C", "C", "N", "C", "O", "C", "O", "H", "H", "H", "H", "H"],
  "positions_angstrom": [[1.677303, -0.376663, -0.464935], [1.092693, 0.451800, 0.396506], [0.205523, 1.483030, 0.029036], [-0.942328, 1.215151, -0.398101], [-1.456543, -0.057443, -0.596717], [-1.374926, -0.972567, 0.408323], [-1.299785, -0.718775, 1.575004], [1.474135, -0.319006, -1.530632], [2.386783, -1.120696, -0.120702], [1.286128, 0.404417, 1.465716], [-1.631709, 1.986648, -0.732602], [-1.417272, -1.975896, -0.030896]],
  "atomic_forces_ev_per_a": [[-0.02, 0.12, 0.09], [0.14, -0.18, -0.05], [-0.33, -0.20, -0.13], [0.26, 0.29, 0.09], [0.02, -0.05, 0.05], [0.00, 0.01, 0.49], [-0.02, -0.09, -0.65], [0.03, 0.01, 0.14], [-0.07, 0.13, -0.01], [0.02, 0.03, -0.14], [0.08, -0.11, 0.07], [-0.11, 0.03, 0.08]],
  "mulliken_charge": [-0.617, -0.121, -0.421, 0.092, -0.279, 0.193, -0.470, 0.246, 0.277, 0.343, 0.398, 0.360]
}